DFT (ωB97M-V/def2-TZVPD) results for a molecular structure, C19H28ClO2Ru at a distorted geometry.

```
51
C19H28ClO2Ru (ωB97M-V/def2-TZVPD)
O -0.28 1.71 -1.72
C 0.77 2.77 -1.95
C -0.33 3.83 -2.20
H 1.38 2.56 -2.82
H 1.35 2.95 -1.03
C -1.25 2.77 -1.46
H -0.54 3.85 -3.28
H -0.27 4.86 -1.81
C -2.65 2.62 -2.03
H -2.73 2.00 -2.94
H -3.07 3.61 -2.24
H -3.28 2.15 -1.27
C -1.28 2.86 0.05
H -0.30 2.70 0.50
H -1.89 2.04 0.46
H -1.71 3.82 0.42
Ru 0.78 -1.61 1.85
C 1.22 0.17 3.99
C 2.04 -0.86 3.40
C 2.44 -0.37 2.06
H 2.51 -1.71 3.90
C 1.86 0.95 1.93
C 1.18 1.27 3.12
H 0.75 2.24 3.35
H 0.81 0.14 5.00
H 3.29 -0.76 1.51
H 1.99 1.61 1.08
C -1.00 -1.50 3.31
C -1.35 -0.33 2.51
C -1.50 -0.75 1.17
H -1.52 0.69 2.90
C -1.28 -2.17 1.12
C -1.07 -2.65 2.46
H -1.02 -3.69 2.77
H -0.85 -1.53 4.38
H -1.79 -0.11 0.32
H -1.38 -2.81 0.24
O 0.59 -1.74 -0.91
C -0.31 -1.37 -2.01
C 0.24 -1.90 -3.33
H -0.45 -0.28 -2.03
H -1.28 -1.88 -1.84
C 1.28 -2.94 -2.91
H 0.69 -1.08 -3.91
H -0.56 -2.34 -3.94
C 1.32 -2.91 -1.37
H 2.28 -2.72 -3.32
H 0.95 -3.94 -3.25
H 2.35 -2.88 -0.98
H 0.85 -3.82 -0.96
Cl 2.00 -3.47 1.70
```

Calculated values
multiplicity = 5
HOMO energy (spin up / spin down) = -0.410 / -0.437 hartree
charge = +1
lowest unoccupied orbital energy (spin up / spin down) = -4.648 / -5.534 eV
frontier orbital gap (spin up / spin down) = 0.239 / 0.234 hartree

natural (NBO) population analysis, charges in e, atoms 1 to 4: atom 1 (O): -0.58, atom 2 (C): -0.06, atom 3 (C): -0.45, atom 4 (H): 0.20